(1)
DFT (the ωB97M-V functional and the def2-TZVPD basis) results for the molecule C4H6N2O.

* DFT total energy: -9271.807 eV
* HOMO-LUMO gap: 10.82 eV
* LUMO energy: 0.9 eV
* largest force on an atom: 0.8 eV/Å
* ΔE to the lowest compared entry with this formula, charge and spin: 1.6951 eV
* SMILES string: O=C=NC[C@@H]1CN1

Each line ends with the Mulliken charge.
Element x y z (Å)
O -3.0465 0.5958 0.6573  -0.467
C -1.9771 0.4148 1.1071  0.698
N -0.9489 0.1939 1.7119  -0.433
C 0.4045 0.0191 1.2285  -0.620
C 0.4211 -0.5507 -0.1790  0.088
C 1.0812 0.1461 -1.3056  -0.363
N -0.3624 0.2313 -1.1289  -0.487
H 0.9273 -0.6516 1.9172  0.317
H 0.9323 0.9808 1.2596  0.245
H 0.3401 -1.6363 -0.2424  0.341
H 1.6110 1.0764 -1.1180  0.209
H 1.4751 -0.4541 -2.1230  0.269
H -0.8575 -0.3654 -1.7846  0.204

---

(2)
DFT (the ωB97M-V functional and the def2-TZVPD basis) results for a cluster of 14 separate species, H28O14 in total at a distorted geometry.

* DFT total energy: -29115.623 eV
* HOMO-LUMO gap: 10.08 eV
* LUMO energy: -0.5 eV
* largest force on an atom: 5.3 eV/Å
* ΔE to the lowest compared entry with this formula, charge and spin: 6.0286 eV

Each line ends with the Mulliken charge.
Element x y z (Å)
H -0.5109 0.4929 0.4314  0.224
H -0.4915 0.2400 -1.0402  0.374
H -3.7146 -0.5737 -0.7333  0.272
H -3.1252 -2.0004 -0.4146  0.327
H -0.4742 2.0488 2.4395  0.266
H -1.6596 1.6692 1.6780  0.302
H -1.7675 1.5665 -0.7658  0.299
H -1.0674 2.4888 -1.8775  0.265
H -0.4356 -2.3742 1.9294  0.314
H -0.5057 -3.1194 3.3144  0.317
H 1.9825 1.4578 3.8110  0.354
H 3.3234 0.6878 3.9199  0.296
H -5.4966 2.8456 0.5226  0.308
H -4.3198 2.4731 -0.3087  0.281
H 1.4775 -2.8235 -2.9801  0.423
H 0.3997 -1.9011 -2.6588  0.339
H 2.5114 3.6193 1.7834  0.287
H 2.0049 3.1190 3.1059  0.277
H 3.1970 -1.0865 -3.1462  0.290
H 2.7027 -2.2359 -3.9299  0.325
H 0.3970 -0.4356 -4.3161  0.322
H 1.5680 0.1287 -3.6101  0.259
H -1.4674 1.2021 4.8802  0.300
H -0.1470 1.7072 4.1905  0.198
H -0.4683 -3.7574 -3.9881  0.328
H -0.0471 -3.5895 -2.5345  0.295
H 3.0507 -0.0977 -0.4885  0.283
H 1.9330 0.3163 0.3832  0.282
O -0.6490 -0.2426 -0.2411  -0.505
O -3.4198 -1.0915 -0.0122  -0.584
O -0.7258 1.3107 1.9124  -0.569
O -0.9557 2.1607 -1.0133  -0.629
O -0.3982 -3.1830 2.3214  -0.637
O 2.4191 0.6779 4.2975  -0.598
O -4.5656 2.5366 0.6000  -0.583
O 1.0548 -2.0748 -3.3548  -0.779
O 2.5595 2.8710 2.3987  -0.613
O 3.5030 -1.8580 -3.6515  -0.612
O 1.2482 0.0826 -4.4607  -0.586
O -0.5443 0.9478 4.5997  -0.543
O -0.8026 -3.7363 -3.0817  -0.599
O 2.4270 -0.4696 0.0887  -0.568

---

(3)
DFT (the ωB97M-V functional and the def2-TZVPD basis) results for a structure of composition C6H12N5 at a distorted geometry.

* DFT total energy: -13858.590 eV
* HOMO-LUMO gap: 10.51 eV
* LUMO energy: -2.9 eV
* largest force on an atom: 3.7 eV/Å
* net charge: +1
* ΔE to the lowest compared entry with this formula, charge and spin: 0.6636 eV

Each line ends with the Mulliken charge.
Element x y z (Å)
C 0.8339 2.4543 1.9380  -0.597
C 1.5575 1.6315 1.1163  0.087
C -0.4125 0.0556 -1.6642  -0.916
C -1.3054 -1.2032 0.0451  -0.788
C 0.7058 -0.0581 -0.5746  -0.266
C 0.1788 -1.2971 0.1978  0.020
N -0.5244 2.4528 1.6309  -0.922
N -0.6287 1.6507 0.6486  0.074
N 0.5979 1.1100 0.3176  0.432
N 0.6404 -2.5384 -0.3623  -0.656
N -1.6141 0.0469 -0.8622  -0.306
H 1.2594 2.9775 2.7431  0.459
H 2.5775 1.4535 1.1399  0.457
H -0.2549 0.9687 -2.1148  0.500
H -0.4033 -0.7112 -2.3964  0.475
H -1.7570 -2.1459 -0.3650  0.468
H -1.8387 -0.9001 0.9788  0.307
H 1.7317 -0.1162 -0.9666  0.357
H 0.3241 -1.3818 1.2400  0.492
H 1.0411 -2.4407 -1.3695  0.287
H 1.3526 -3.0205 0.1487  0.259
H -1.4864 1.0102 -0.1596  0.464
H -2.5752 0.0015 -1.3096  0.314

---

(4)
DFT (the ωB97M-V functional and the def2-TZVPD basis) results for a cluster of 2 separate species, CH3O3S2 in total at a distorted geometry.

* DFT total energy: -28898.132 eV
* HOMO-LUMO gap: 7.72 eV
* LUMO energy: 3.6 eV
* largest force on an atom: 4.2 eV/Å
* net charge: -1
* ΔE to the lowest compared entry with this formula, charge and spin: 2.2656 eV

Each line ends with the Mulliken charge.
Element x y z (Å)
C -0.6033 0.5209 0.1458  -0.306
O 2.0051 -0.5266 -2.9062  -0.547
O 1.5931 -1.9369 -0.9853  -0.519
O 0.7206 0.6808 -1.3076  -0.512
S -1.4023 -1.0032 0.1987  -0.468
S 0.9294 -0.7283 -2.0043  0.579
H 0.2103 0.5143 0.9777  0.209
H -1.1175 1.2860 -0.3598  0.249
H 1.0163 -2.3430 -0.2464  0.314

---

(5)
DFT (the ωB97M-V functional and the def2-TZVPD basis) results for a structure of composition C35H44IrN6O2S at a distorted geometry.

* DFT total energy: -63717.057 eV
* HOMO-LUMO gap (spin up / spin down): 5.33 / 5.29 eV
* LUMO energy (spin up / spin down): -0.3 / -0.3 eV
* 2S+1: 2
* largest force on an atom: 2.2 eV/Å
* <S²>: 0.77
* ΔE to the lowest compared entry with this formula, charge and spin: 1.8804 eV

Each line ends with the Mulliken charge.
Element x y z (Å)
Ir -0.1201 0.1243 0.4932  1.249
C -0.8849 -2.7784 0.9353  -1.036
N -1.5682 -1.4838 1.1559  0.059
C -2.0227 -1.3992 2.5547  -1.058
C -2.6908 -1.3234 0.1252  0.774
C -3.7040 -2.3713 0.1326  -1.650
C -3.9346 -3.1828 -0.9450  -0.790
C -3.2262 -3.0276 -2.1460  -1.426
C -2.3318 -1.9658 -2.2277  0.089
C -2.0862 -1.1179 -1.1653  -0.115
N -1.2228 -0.0085 -1.1298  0.467
C -1.0424 0.9158 -2.1109  0.518
C -1.8026 1.0030 -3.2933  -1.176
C -1.6401 2.0716 -4.1553  -0.891
C -0.6970 3.0686 -3.9042  -1.082
C 0.0741 2.9690 -2.7575  -0.421
C -0.1033 1.9148 -1.8767  0.579
N 0.6814 1.8102 -0.6473  1.043
C 0.5188 3.0069 0.2085  -1.030
C 2.1129 1.5917 -0.9504  -1.193
H -1.5170 -3.6084 1.2577  0.410
H 0.0481 -2.7686 1.4968  0.265
H -0.6568 -2.8949 -0.1206  0.208
H -2.6016 -2.2852 2.8273  0.445
H -2.6256 -0.5125 2.7186  0.208
H -1.1476 -1.3361 3.1950  0.230
H -4.2585 -2.5035 1.0563  0.333
H -4.6873 -3.9591 -0.8639  0.426
H -3.3759 -3.7012 -2.9775  0.411
H -1.7743 -1.8031 -3.1419  0.585
H -2.5406 0.2435 -3.5091  0.556
H -2.2667 2.1301 -5.0368  0.428
H -0.5774 3.9078 -4.5749  0.412
H 0.8178 3.7280 -2.5430  0.344
H 0.8721 3.9065 -0.3017  0.436
H 1.0894 2.8640 1.1238  0.203
H -0.5297 3.1247 0.4641  0.225
H 2.5386 2.4748 -1.4358  0.437
H 2.2167 0.7282 -1.5996  0.375
H 2.6441 1.3883 -0.0249  0.118
C 3.9918 -0.7314 1.1024  -1.480
C 3.7099 -1.6166 -0.0732  1.133
C 4.7177 -2.3874 -0.6308  -0.530
C 4.4998 -3.2014 -1.7315  -0.890
C 3.2309 -3.1967 -2.2913  -0.545
C 2.1899 -2.4378 -1.7775  0.892
C 0.8609 -2.4282 -2.4663  -0.897
C 2.3921 -1.6514 -0.6138  -0.400
N 1.4122 -0.9458 0.0061  1.220
H 4.8068 -1.1286 1.7133  0.494
H 3.0951 -0.6453 1.7132  -0.009
H 4.2777 0.2822 0.8017  0.280
H 5.7051 -2.3428 -0.1805  0.410
H 5.2943 -3.8053 -2.1483  0.373
H 3.0342 -3.7935 -3.1772  0.443
H 0.9835 -2.2970 -3.5448  0.607
H 0.2521 -1.6130 -2.0937  -0.488
H 0.3030 -3.3576 -2.3214  0.416
N 2.9466 1.0098 3.5440  -0.313
C 1.7617 0.4347 3.7740  0.358
N 1.7220 -0.5513 4.6878  -0.400
S 0.3418 0.9015 2.9266  -0.322
H 3.7213 0.9171 4.1811  0.213
H 2.9602 1.7904 2.9100  0.193
H 2.4255 -0.6216 5.4069  0.202
H 0.8038 -0.8859 4.9299  0.229
C -6.7937 5.3970 1.3516  -1.542
C -5.7767 4.2995 1.1846  0.545
C -5.8705 3.3867 0.1465  -0.983
C -4.9494 2.3575 -0.0200  0.534
C -5.1059 1.4322 -1.2037  -1.155
C -3.8938 2.2622 0.8949  0.151
C -3.7474 3.1967 1.9340  0.980
C -2.6201 3.1694 2.9419  -1.122
C -4.7035 4.1938 2.0606  -0.993
C -2.9408 1.1227 0.8129  -0.270
O -3.4778 -0.0215 0.5863  -0.328
O -1.7348 1.2906 1.0816  -0.273
H -7.6745 5.2161 0.7368  0.378
H -6.3743 6.3620 1.0586  0.300
H -7.1110 5.4817 2.3916  0.370
H -6.6895 3.4681 -0.5604  0.344
H -5.8058 1.8662 -1.9171  0.506
H -5.4765 0.4516 -0.9051  0.286
H -4.1562 1.2733 -1.7137  0.023
H -2.4496 2.1738 3.3519  0.125
H -2.8472 3.8478 3.7632  0.467
H -1.6763 3.4771 2.4907  0.111
H -4.6079 4.9068 2.8731  0.387

---

(6)
DFT (the ωB97M-V functional and the def2-TZVPD basis) results for a cluster of 2 separate species, C5H10N2O in total at a distorted geometry.

* DFT total energy: -10371.784 eV
* HOMO-LUMO gap: 9.51 eV
* LUMO energy: 0.8 eV
* largest force on an atom: 3.5 eV/Å
* ΔE to the lowest compared entry with this formula, charge and spin: 3.5213 eV
* SMILES string: O=c1cn1.CC(C)N

Each line ends with the Mulliken charge.
Element x y z (Å)
O -2.7918 0.2347 -1.9650  -0.458
C -2.3100 -0.7385 -1.5297  0.729
C -0.9536 -1.5433 -1.2616  -0.113
N -2.2182 -1.9451 -0.9870  -0.550
H -0.1083 -2.1852 -1.0513  0.395
C 1.3813 -0.4501 1.2697  -1.285
C 0.5315 0.7137 0.7676  0.351
C 1.0652 1.2818 -0.5442  -1.266
N -0.8453 0.2391 0.5585  -0.509
H 1.4009 -1.2530 0.5361  0.226
H 0.9767 -0.8515 2.1996  0.352
H 2.4054 -0.1276 1.4469  0.394
H 0.5552 1.5111 1.5286  0.258
H 0.4538 2.1211 -0.8762  0.350
H 2.0909 1.6273 -0.4214  0.398
H 1.0475 0.5211 -1.3240  0.256
H -1.2377 -0.1483 1.4101  0.196
H -1.4434 0.9929 0.2434  0.278

---

(7)
DFT (the ωB97M-V functional and the def2-TZVPD basis) results for the molecule C5H6O2.

* DFT total energy: -9375.359 eV
* HOMO-LUMO gap: 11.06 eV
* LUMO energy: 0.9 eV
* largest force on an atom: 0.7 eV/Å
* ΔE to the lowest compared entry with this formula, charge and spin: 1.7371 eV
* SMILES string: C/C=C/[C@@H]1OC1=O

Each line ends with the Mulliken charge.
Element x y z (Å)
C -2.1084 0.1852 -0.3211  -1.185
C -0.6880 0.1021 0.1344  -0.026
C 0.3862 0.6000 -0.4875  -0.324
C 1.7321 0.2907 0.0425  -0.148
O 2.3664 -1.0488 -0.4063  -0.361
C 1.8885 -0.9270 0.8149  0.638
O 1.6665 -1.6080 1.7704  -0.542
H -2.4945 -0.8339 -0.4518  0.294
H -2.7406 0.6647 0.4349  0.306
H -2.2155 0.7190 -1.2695  0.321
H -0.5250 -0.4572 1.0563  0.314
H 0.2961 1.2192 -1.3796  0.300
H 2.4974 1.0630 0.0589  0.412

---

(8)
DFT (the ωB97M-V functional and the def2-TZVPD basis) results for the molecule C10H12O2Si at a distorted geometry.

* DFT total energy: -22535.289 eV
* HOMO-LUMO gap: 9.32 eV
* LUMO energy: 0.9 eV
* largest force on an atom: 5.0 eV/Å
* ΔE to the lowest compared entry with this formula, charge and spin: 2.4239 eV
* SMILES string: C[Si](C)(c1ccco1)c1ccco1

Each line ends with the Mulliken charge.
Element x y z (Å)
C -1.2829 -1.3440 1.8975  -1.195
Si -0.5755 -0.9578 0.2303  0.593
C -1.0048 -2.2973 -1.0380  -1.257
C 1.2514 -0.6424 0.5161  -0.178
C 1.5824 0.4701 1.2718  0.090
C 2.9751 0.6049 1.2113  -0.563
C 3.4520 -0.3464 0.3504  -0.370
O 2.4183 -1.1351 -0.0879  -0.403
C -1.2331 0.6860 -0.5050  0.041
C -0.3756 1.3860 -1.2106  0.250
C -0.9720 2.4730 -1.7543  -0.549
C -2.2949 2.3822 -1.3693  -0.656
O -2.4328 1.2360 -0.6254  -0.403
H -1.7017 -0.5158 2.4745  0.338
H -0.5043 -1.8308 2.4406  0.367
H -2.1156 -1.9702 1.6268  0.354
H -1.9068 -1.9902 -1.5993  0.355
H -1.3652 -3.1898 -0.5807  0.410
H -0.1906 -2.5821 -1.7131  0.321
H 0.9687 1.1116 1.8869  0.410
H 3.5310 1.3689 1.6433  0.453
H 4.5256 -0.3388 0.0655  0.386
H 0.7153 1.1818 -1.1761  0.326
H -0.4031 3.1589 -2.3625  0.403
H -3.0610 3.0812 -1.5929  0.475

---

> Among the records above, which one has the lowest DFT total energy?

C35H44IrN6O2S

---

> Look up the ΔE to the lowest compared entry with this formula, charge and spin of the fifth one.

1.8804 eV